A structure of composition C36H60As4F24N8O4 at a distorted geometry. Source: the OMol25 dataset; level of theory: the ωB97M-V functional and the def2-TZVPD basis.

Structure (XYZ):
```
136
Properties=species:S:1:pos:R:3:forces:R:3:lowdin_charge:R:1
C -0.189 -2.856 -5.710 1.387 -0.837 0.097 0.017
C 0.954 -3.621 -4.988 -0.609 -1.116 -2.368 -0.327
O 1.556 -4.550 -5.481 -0.949 2.530 2.225 0.171
N 1.301 -3.012 -3.606 2.160 -0.428 -1.306 0.102
H 1.018 -2.042 -3.622 -0.154 0.432 -0.221 0.080
H 0.813 -3.403 -2.813 -0.464 -1.031 0.378 0.100
C 2.807 -3.053 -3.331 -0.541 0.472 0.681 0.009
H 0.229 -2.159 -6.437 0.474 0.369 0.321 0.086
H -0.856 -2.316 -5.038 -0.124 -0.453 -0.203 0.054
H -0.610 -3.597 -6.389 -0.680 -0.048 0.570 0.107
H 3.331 -2.260 -3.864 -0.425 -0.038 -0.403 0.087
H 3.263 -4.016 -3.561 -0.527 0.043 0.106 0.100
H 2.854 -2.818 -2.267 0.347 -0.377 -0.037 0.066
C 3.551 3.608 -1.674 -0.902 -0.483 -0.455 0.041
C 4.582 2.542 -1.703 -0.380 0.562 1.170 -0.346
O 5.286 2.346 -0.745 0.196 -0.896 -1.455 0.108
N 4.689 1.666 -2.957 2.148 0.203 1.273 0.113
H 4.514 0.720 -2.651 0.294 -0.760 0.615 0.148
H 3.946 1.714 -3.639 -1.078 1.166 -0.625 0.113
C 6.066 1.753 -3.647 -0.650 0.096 -0.312 0.067
H 2.635 3.194 -2.096 -0.034 0.190 -0.511 0.076
H 3.879 4.480 -2.240 -0.093 0.024 -0.115 0.122
H 3.271 3.867 -0.653 0.683 0.035 -0.003 0.087
H 6.019 0.947 -4.379 0.410 0.204 -0.050 0.117
H 6.921 1.674 -2.976 -0.497 -0.367 0.280 0.099
H 6.143 2.727 -4.130 -0.256 -0.154 -0.133 0.115
C 1.551 3.571 2.682 0.361 0.704 1.221 0.032
C 2.757 4.119 3.486 2.698 0.131 -2.351 -0.330
O 3.896 4.203 3.043 -3.221 -0.275 1.584 0.144
N 2.532 4.658 4.906 -0.060 0.841 -2.190 0.111
H 1.869 4.007 5.303 -0.512 0.265 0.789 0.167
H 3.410 4.586 5.399 0.545 0.066 0.291 0.176
C 2.016 6.159 4.857 -0.574 -1.504 0.721 0.090
H 0.600 3.979 3.023 0.044 0.309 0.095 0.067
H 1.453 2.497 2.841 0.394 -0.139 -0.276 0.096
H 1.687 3.825 1.631 0.160 -0.301 0.153 0.091
H 2.633 6.868 4.305 0.517 -0.649 0.087 0.121
H 1.937 6.396 5.918 -0.163 0.412 -0.259 0.112
H 1.044 6.075 4.371 0.019 0.224 0.240 0.091
C 4.706 -0.070 1.391 -0.217 -0.193 -0.748 0.007
C 6.093 -0.093 1.932 -1.567 -0.427 0.565 -0.366
O 6.403 -0.796 2.830 1.426 1.101 -0.753 0.215
N 7.070 0.925 1.190 -0.396 0.402 2.762 0.132
H 7.871 0.392 0.881 0.815 -0.048 0.284 0.173
H 6.642 1.308 0.359 -0.596 0.276 -0.356 0.092
C 7.428 2.123 2.197 0.535 -1.081 -0.920 0.077
H 4.764 -0.562 0.419 -0.090 0.137 -0.405 0.105
H 4.260 0.913 1.245 0.189 0.050 -0.010 0.075
H 4.038 -0.728 1.947 0.302 0.217 0.307 0.095
H 7.832 1.727 3.128 0.006 -0.402 -0.318 0.103
H 6.552 2.723 2.445 -0.132 -0.273 -0.586 0.085
H 8.200 2.695 1.683 -0.227 0.109 0.123 0.104
C -2.417 0.210 -3.310 0.520 -1.402 -2.265 0.011
N -2.597 1.078 -2.181 0.790 0.063 -0.254 -0.044
C -2.214 2.368 -2.251 -1.016 0.736 2.248 0.053
C -2.440 3.181 -1.114 -0.734 -1.390 -0.463 0.089
C -3.043 2.603 0.035 1.870 -1.052 -2.942 -0.164
C -3.238 1.217 0.074 -0.178 0.741 -0.319 0.035
C -3.034 0.474 -1.070 0.051 0.752 1.156 0.009
C -3.302 3.363 1.199 -0.558 1.171 1.965 -0.164
C -4.245 4.384 1.180 0.307 -0.079 -1.731 0.070
C -4.728 4.853 2.338 0.021 1.146 2.429 0.042
N -4.059 4.595 3.488 0.544 -0.180 2.073 -0.075
C -3.000 3.798 3.555 0.028 -1.786 -2.068 -0.004
C -2.717 3.048 2.413 0.222 -0.182 0.565 0.045
C -4.457 5.149 4.833 -1.240 0.982 -1.259 0.062
H -3.315 -0.368 -3.532 -0.276 0.432 0.032 0.128
H -1.676 -0.577 -3.171 0.230 0.247 0.769 0.075
H -2.054 0.732 -4.196 -0.374 0.337 0.181 0.103
H -1.801 2.821 -3.141 0.081 -0.644 -0.373 0.144
H -2.201 4.230 -1.204 0.011 0.058 0.209 0.135
H -3.567 0.807 1.018 -0.119 -0.485 -0.205 0.128
H -3.140 -0.601 -1.086 -0.120 -0.040 -0.370 0.145
H -4.565 4.765 0.221 -0.635 -0.154 0.036 0.156
H -5.582 5.483 2.536 -0.122 0.186 -0.691 0.162
H -2.462 3.588 4.468 -0.400 0.403 0.278 0.147
H -2.111 2.156 2.472 0.538 0.213 0.078 0.131
H -4.414 4.420 5.643 0.262 -0.008 -0.376 0.115
H -5.491 5.455 4.676 -0.045 0.040 0.484 0.107
H -3.884 6.061 4.999 0.112 -0.235 0.239 0.118
C -8.326 -3.905 0.860 -0.284 1.503 0.714 0.051
N -6.999 -3.441 1.209 1.949 0.655 1.098 -0.103
C -5.984 -3.945 0.494 0.219 -0.078 -0.165 0.049
C -4.653 -3.806 0.869 -1.747 -0.018 -0.519 0.075
C -4.451 -3.047 1.984 0.894 1.262 1.099 -0.144
C -5.484 -2.427 2.746 -1.191 -0.618 -1.647 0.051
C -6.794 -2.625 2.302 1.291 -0.889 -0.713 0.042
C -3.044 -2.790 2.368 0.485 -0.342 1.315 -0.109
C -2.720 -2.963 3.741 0.413 0.183 -1.574 0.062
C -1.399 -2.803 4.113 -2.085 0.196 1.301 -0.011
N -0.477 -2.493 3.246 0.190 -0.112 -2.454 -0.081
C -0.735 -2.365 1.904 -0.644 -0.499 0.589 0.028
C -2.028 -2.485 1.436 -0.124 -0.089 1.046 0.070
C 0.912 -2.539 3.622 0.949 -0.213 -0.276 0.037
H -8.945 -3.198 1.413 -0.730 -0.358 -0.428 0.104
H -8.421 -4.887 1.323 -0.396 -0.172 -0.852 0.135
H -8.378 -3.712 -0.211 -0.771 -0.901 0.082 0.128
H -6.272 -4.429 -0.428 0.059 -0.385 0.009 0.162
H -3.888 -4.278 0.270 0.289 0.002 -0.124 0.122
H -5.313 -1.753 3.572 0.215 -0.141 0.021 0.126
H -7.681 -2.167 2.714 0.048 -0.136 0.236 0.144
H -3.440 -3.307 4.469 -0.080 0.154 -0.012 0.138
H -1.147 -2.831 5.163 0.386 -0.337 -0.038 0.154
H 0.110 -2.277 1.238 0.148 0.141 0.048 0.105
H -2.203 -2.391 0.374 -0.049 -0.146 -0.117 0.122
H 0.992 -2.890 4.651 0.228 0.364 -0.130 0.117
H 1.341 -1.564 3.393 0.238 -0.112 0.416 0.100
H 1.350 -3.276 2.949 0.424 -0.072 0.161 0.107
As -2.674 -4.322 -2.962 0.237 -4.007 -2.803 0.911
F -1.985 -2.754 -2.524 0.131 -0.390 0.551 -0.297
F -0.996 -5.003 -3.380 -2.271 1.662 0.495 -0.271
F -3.468 -5.859 -3.544 1.142 2.202 0.845 -0.276
F -4.244 -3.723 -2.457 0.202 0.322 0.225 -0.288
F -2.897 -3.661 -4.615 0.310 -0.378 1.741 -0.272
F -2.511 -5.100 -1.377 0.045 1.312 -0.435 -0.272
As 1.601 -5.244 -0.135 1.081 -3.901 -1.779 0.941
F 2.895 -5.191 -1.394 -1.111 0.109 1.285 -0.286
F 2.733 -4.376 0.934 -1.206 -0.359 -0.235 -0.296
F 0.263 -5.186 1.032 0.976 0.302 -0.261 -0.281
F 0.593 -6.137 -1.325 0.921 1.460 1.585 -0.265
F 2.192 -6.920 0.462 -0.950 3.290 -0.563 -0.296
F 1.012 -3.676 -0.774 0.121 -0.342 0.413 -0.310
As 1.054 0.157 -0.717 -0.917 -0.590 0.648 0.999
F 0.307 -1.267 -1.613 1.482 2.528 1.384 -0.253
F 1.679 -0.858 0.688 -0.984 0.889 -1.807 -0.290
F 1.675 1.542 0.270 -0.446 -0.640 -0.669 -0.307
F 0.514 1.372 -1.924 0.330 -1.576 1.446 -0.263
F -0.549 0.305 0.122 1.419 -0.029 -0.450 -0.282
F 2.641 0.016 -1.458 -0.815 -0.024 0.106 -0.244
As 1.261 1.164 -5.216 -0.529 0.669 -4.980 0.924
F 1.818 2.611 -6.114 -0.566 -1.390 1.486 -0.260
F 2.706 0.314 -5.916 -1.264 0.771 1.718 -0.284
F 0.747 -0.271 -4.380 0.334 0.415 0.657 -0.255
F -0.252 2.048 -4.794 1.485 -0.552 0.804 -0.280
F 0.301 0.572 -6.617 1.201 0.586 1.462 -0.262
F 2.193 1.710 -3.766 -0.445 -0.337 -0.950 -0.306
```
Forces are in eV/Å.

- charge = +4
- total energy (hartree) = -13485.6623
- E_HOMO (Ha) = -0.6120
- frontier orbital gap (eV) = 6.040
- max |F| (eV Å⁻¹) = 5.052
- relative energy (zero: lowest compared OMol25 entry of this formula, charge and spin) (kcal per mole) = 84.2